[1]
C3H7IO2 | ωB97M-V/def2-TZVPD

Atoms and positions in Å:
C  1.123  0.373  -0.567
C  -0.032  -0.671  -0.521
C  -0.667  -0.773  0.814
I  0.616  -2.646  -1.273
O  -1.028  -0.326  -1.439
O  -1.414  1.039  -1.136
H  1.524  0.669  -1.557
H  0.647  1.279  -0.363
H  1.833  -0.028  0.227
H  -1.559  -1.219  0.781
H  -0.859  0.141  1.247
H  -0.067  -1.169  1.521
H  -2.340  0.929  -1.166

Results
LUMO level: 0.3 eV
Kohn-Sham gap: 9.867 eV
calculated total energy: -566.54308 hartree
SMILES string: CC(C)(I)OO
energy above the lowest of the compared OMol25 structures with the same formula, charge and spin: 93.7 kcal/mol
highest occupied orbital energy: -9.54 eV

[2]
C3H7IS | ωB97M-V/def2-TZVPD

Atoms and positions in Å:
C  -0.270  -1.153  0.583
C  0.156  0.003  -0.394
C  -0.861  1.136  -0.271
S  1.783  0.855  0.410
I  3.432  -0.496  -0.505
H  -0.279  -0.687  1.558
H  -1.330  -1.491  0.387
H  0.548  -1.960  0.534
H  0.319  -0.235  -1.434
H  -0.872  1.368  0.711
H  -1.748  0.670  -0.635
H  -0.877  1.991  -0.943

Results
LUMO level: -0.1 eV
Kohn-Sham gap: 8.395 eV
calculated total energy: -814.35806 hartree
SMILES string: CC(C)SI
energy above the lowest of the compared OMol25 structures with the same formula, charge and spin: 0.0 kcal/mol
highest occupied orbital energy: -8.47 eV

[3]
C3H7LaN3O4S | ωB97M-V/def2-TZVPD

Atoms and positions in Å:
C  -2.519  0.312  1.368
S  -0.929  1.107  0.696
O  0.020  1.350  1.895
O  -1.376  2.526  0.176
N  -0.222  0.243  -0.646
C  1.291  0.248  -0.623
N  2.008  1.078  -1.695
N  2.086  -0.467  0.247
C  -0.639  -1.211  -0.701
O  -1.076  -1.660  -1.909
O  -0.548  -2.155  0.433
H  -3.010  0.959  2.242
H  -2.222  -0.727  1.837
H  -3.365  0.216  0.533
H  1.598  2.037  -1.730
H  1.828  0.551  -2.601
H  2.069  -1.530  0.274
H  2.777  0.001  0.897
La  2.231  -2.879  -0.693

Results
net charge: +3
LUMO level: -16.8 eV
Kohn-Sham gap: 3.834 eV
calculated total energy: -1011.79291 hartree
highest occupied orbital energy: -20.63 eV

[4]
C3H7MgO3 | ωB97M-V/def2-TZVPD

Atoms and positions in Å:
O  0.459  2.085  0.153
C  -0.537  1.476  -0.601
C  -1.204  0.339  0.170
O  -0.205  -0.527  0.769
C  0.549  -1.372  -0.098
Mg  1.538  0.838  1.048
H  -0.138  1.081  -1.558
H  -1.342  2.185  -0.875
H  -1.874  -0.262  -0.458
H  -1.769  0.727  1.026
H  0.317  -2.407  0.179
H  0.295  -1.252  -1.158
O  1.852  -1.073  0.380
H  2.059  -1.838  1.024

Results
net charge: +1
LUMO level: -5.6 eV
Kohn-Sham gap: 7.721 eV
calculated total energy: -544.07581 hartree
energy above the lowest of the compared OMol25 structures with the same formula, charge and spin: 0.0 kcal/mol
highest occupied orbital energy: -13.32 eV

[5]
C3H7N | ωB97M-V/def2-TZVPD

Atoms and positions in Å:
N  1.547  -0.054  -0.306
C  0.274  -0.056  0.397
C  -0.973  -0.695  -0.173
C  -0.755  0.796  -0.179
H  2.016  0.818  0.003
H  2.126  -0.907  -0.037
H  0.336  -0.078  1.535
H  -1.073  -1.384  -1.166
H  -1.577  -1.066  0.656
H  -1.331  1.481  0.479
H  -0.590  1.145  -1.209

Results
LUMO level: 1.2 eV
Kohn-Sham gap: 10.571 eV
calculated total energy: -173.20145 hartree
SMILES string: NC1CC1
energy above the lowest of the compared OMol25 structures with the same formula, charge and spin: 25.5 kcal/mol
highest occupied orbital energy: -9.34 eV

[6]
C3H7N2 | ωB97M-V/def2-TZVPD

Atoms and positions in Å:
C  1.539  0.926  0.199
C  -0.078  -1.034  0.044
C  0.751  -0.031  -0.514
N  -4.040  0.104  0.333
N  -2.990  0.047  0.026
H  2.521  1.046  -0.276
H  1.627  0.749  1.268
H  1.101  1.923  0.018
H  0.142  -1.280  1.081
H  -1.126  -0.619  0.011
H  -0.171  -1.915  -0.595
H  0.724  0.085  -1.597

Results
net charge: +1
LUMO level: -6.8 eV
Kohn-Sham gap: 11.465 eV
calculated total energy: -227.72193 hartree
energy above the lowest of the compared OMol25 structures with the same formula, charge and spin: 20.3 kcal/mol
highest occupied orbital energy: -18.23 eV

[7]
C3H7N2O | ωB97M-V/def2-TZVPD

Atoms and positions in Å:
N  -1.278  0.490  0.761
C  0.009  0.171  1.183
C  -0.048  -0.055  2.858
O  -0.071  -1.105  3.335
C  0.992  -0.003  0.165
N  0.800  0.305  -1.258
H  -1.319  0.294  -0.216
H  -2.075  0.318  1.353
H  -0.221  0.854  3.483
H  1.959  -0.216  0.510
H  0.255  1.144  -1.515
H  0.347  -0.376  -1.750
H  1.763  0.197  -1.658

Results
net charge: +1
LUMO level: -4.1 eV
Kohn-Sham gap: 9.422 eV
calculated total energy: -302.91461 hartree
SMILES string: N/C(C=O)=C\[NH3+]
energy above the lowest of the compared OMol25 structures with the same formula, charge and spin: 78.7 kcal/mol
highest occupied orbital energy: -13.48 eV

[8]
C3H7N2O | ωB97M-V/def2-TZVPD

Atoms and positions in Å:
C  -0.296  0.600  -0.281
C  2.091  0.017  0.056
C  -2.121  -0.870  0.138
N  -0.899  -0.496  -0.442
N  0.998  0.817  -0.393
O  2.010  -1.255  0.166
H  -0.979  1.573  -0.270
H  3.167  0.413  -0.341
H  2.230  0.531  1.142
H  -1.936  -1.898  0.713
H  -2.653  -0.132  0.837
H  -2.883  -1.002  -0.570
H  1.270  1.701  -0.756

Results
net charge: +1
LUMO level (alpha / beta): -7.8 / -6.5 eV
Kohn-Sham gap (alpha / beta): 7.113 / 8.999 eV
calculated total energy: -302.80488 hartree
energy above the lowest of the compared OMol25 structures with the same formula, charge and spin: 147.6 kcal/mol
highest occupied orbital energy (alpha / beta): -14.95 / -15.52 eV

[9]
C3H7N2O | ωB97M-V/def2-TZVPD

Atoms and positions in Å:
C  1.705  -1.226  0.336
C  1.036  -0.641  -0.776
N  -0.198  -0.282  -0.329
C  -0.041  -0.162  1.046
N  1.113  -0.695  1.444
H  2.768  -1.339  0.315
H  1.397  -0.738  -1.830
H  -1.023  0.039  -0.836
H  -0.796  0.390  1.755
H  1.429  -0.665  2.409
H  -3.338  2.630  -1.489
H  -1.987  2.496  -0.838
O  -2.632  2.025  -1.367

Results
net charge: +1
LUMO level: -3.8 eV
Kohn-Sham gap: 10.751 eV
calculated total energy: -302.99111 hartree
energy above the lowest of the compared OMol25 structures with the same formula, charge and spin: 30.7 kcal/mol
highest occupied orbital energy: -14.50 eV

[10]
C3H7N2O | ωB97M-V/def2-TZVPD

Atoms and positions in Å:
C  0.398  -2.145  0.368
C  -0.503  -0.885  0.577
C  -0.498  -0.109  -0.741
N  0.955  -2.512  -0.606
N  0.783  0.965  -0.654
O  -0.444  -0.710  -1.836
H  0.380  -2.770  1.288
H  -1.587  -1.128  0.740
H  0.023  -0.284  1.309
H  -1.462  0.471  -0.648
H  1.024  1.392  0.304
H  0.551  1.699  -1.311
H  1.492  0.285  -0.888

Results
net charge: +1
LUMO level (alpha / beta): -7.2 / -5.6 eV
Kohn-Sham gap (alpha / beta): 7.249 / 10.657 eV
calculated total energy: -302.84278 hartree
energy above the lowest of the compared OMol25 structures with the same formula, charge and spin: 123.8 kcal/mol
highest occupied orbital energy (alpha / beta): -14.46 / -16.30 eV

[11]
C3H7N2O2 | ωB97M-V/def2-TZVPD

Atoms and positions in Å:
N  2.170  0.083  0.496
C  1.205  1.040  0.634
O  1.493  2.206  0.858
C  -0.196  0.526  0.506
N  -0.290  -0.437  -0.566
C  -1.724  -1.023  -0.672
O  -2.650  -0.350  -0.011
H  1.962  -0.765  -0.008
H  3.136  0.378  0.484
H  -0.885  1.377  0.428
H  -0.583  0.050  1.409
H  -0.143  0.038  -1.449
H  -1.603  -2.081  -0.322
H  -1.891  -1.042  -1.785

Results
net charge: -1
LUMO level: 3.9 eV
Kohn-Sham gap: 6.538 eV
calculated total energy: -378.51771 hartree
SMILES string: NC(=O)CNC[O-]
energy above the lowest of the compared OMol25 structures with the same formula, charge and spin: 37.9 kcal/mol
highest occupied orbital energy: -2.64 eV

[12]
C3H7N2O2 | ωB97M-V/def2-TZVPD

Atoms and positions in Å:
C  1.929  -0.225  0.209
C  1.033  0.802  -0.039
C  -0.273  0.669  0.671
O  -1.148  1.669  0.172
N  -1.029  -0.669  0.380
N  -1.536  -0.699  -1.040
O  -0.132  -1.635  0.594
H  2.918  -0.266  -0.260
H  1.996  -0.776  1.180
H  1.229  1.534  -0.778
H  -0.225  0.654  1.781
H  -2.027  1.223  -0.028
H  -0.686  -0.720  -1.689
H  -2.049  -1.561  -1.154

Results
net charge: -1
LUMO level (alpha / beta): 4.4 / 4.4 eV
Kohn-Sham gap (alpha / beta): 6.317 / 6.316 eV
calculated total energy: -378.37079 hartree
SMILES string: C=C[C@@H](O)N(N)[O-]
energy above the lowest of the compared OMol25 structures with the same formula, charge and spin: 130.1 kcal/mol
highest occupied orbital energy (alpha / beta): -1.93 / -1.93 eV

- What is the calculated total energy in the twelfth record?
  -378.37079 hartree

- What is the calculated total energy in the sixth record?
  -227.72193 hartree

- Which value of calculated total energy does entry 8 give?
  -302.80488 hartree

- The highest calculated total energy belongs to which entry?
  C3H7N